(1)
{
  "formula": "C30H37N6O2PRuS",
  "method": "wB97M-V/def2-TZVPD",
  "relative_energy_kcal_mol": 0.0,
  "charge": -1,
  "e_homo_ev": [-3.29, -3.05],
  "gap_ha": [0.222, 0.213],
  "multiplicity": 2,
  "largest_force_ev_per_a": 1.72,
  "elements": ["Ru", "O", "C", "C", "C", "C", "C", "C", "C", "N", "C", "C", "N", "C", "C", "C", "C", "C", "C", "C", "O", "H", "H", "H", "H", "H", "H", "H", "H", "H", "H", "H", "H", "H", "H", "C", "N", "C", "N", "C", "N", "C", "N", "C", "C", "H", "H", "H", "H", "H", "H", "H", "H", "H", "H", "H", "H", "C", "P", "C", "C", "C", "C", "C", "C", "C", "H", "H", "H", "H", "H", "H", "H", "H", "H", "H", "H", "S"],
  "coordinates": [[0.12163, -0.02501, 0.92335], [-1.99776, -0.59177, 0.16580], [-2.74174, -1.50200, -0.34640], [-4.00172, -1.12216, -0.90501], [-4.86319, -2.02703, -1.47422], [-4.55284, -3.39145, -1.52408], [-3.35126, -3.79359, -0.98487], [-2.43764, -2.89624, -0.41593], [-1.20560, -3.45709, 0.09762], [-0.17150, -2.80547, 0.44495], [0.91259, -3.59387, 0.98880], [1.49124, -2.85534, 2.16131], [1.97480, -1.55892, 1.72625], [2.95071, -1.09051, 2.39281], [3.54837, 0.21715, 2.17834], [4.74109, 0.51412, 2.84078], [5.41683, 1.70101, 2.63862], [4.87649, 2.61911, 1.73718], [3.69058, 2.36394, 1.08385], [2.96656, 1.16521, 1.29509], [1.86066, 0.98496, 0.64454], [-4.26223, -0.07108, -0.86165], [-5.80346, -1.67413, -1.88469], [-5.23445, -4.10487, -1.96773], [-3.08158, -4.84608, -0.99678], [-1.21799, -4.55561, 0.19325], [0.58042, -4.59602, 1.29477], [1.69076, -3.72156, 0.22605], [0.70482, -2.66542, 2.90005], [2.28679, -3.45068, 2.62969], [3.40347, -1.68686, 3.19651], [5.14199, -0.22951, 3.52301], [6.34395, 1.91000, 3.15582], [5.38998, 3.55603, 1.55025], [3.27776, 3.08896, 0.39338], [-0.35212, -0.76749, -2.44012], [0.70613, -0.25404, -1.56120], [1.25162, 0.97676, -2.16448], [1.77387, 0.75761, -3.51724], [0.68560, 0.22208, -4.33885], [0.14040, -1.02389, -3.80056], [1.23742, -1.98935, -3.71344], [2.34071, -1.51289, -2.87691], [1.80182, -1.24367, -1.53870], [2.82776, -0.25401, -3.43674], [-1.16843, -0.04370, -2.47376], [-0.73716, -1.69580, -2.02049], [2.03854, 1.35466, -1.51402], [0.45401, 1.71818, -2.22759], [1.06003, 0.03855, -5.34979], [-0.11429, 0.96480, -4.39106], [1.61551, -2.18513, -4.72089], [0.85285, -2.92214, -3.29486], [2.58603, -0.87203, -0.87950], [1.40307, -2.16781, -1.13394], [3.22247, -0.43748, -4.44013], [3.63244, 0.12709, -2.80417], [0.19842, 3.34820, 0.83690], [-0.90396, 1.90228, 0.72061], [-1.87141, 2.30711, -0.78750], [-2.22606, 2.33039, 1.94097], [-3.34202, 1.49639, 2.04740], [-4.38668, 1.81788, 2.89614], [-4.34278, 2.97739, 3.66096], [-3.24061, 3.80925, 3.56595], [-2.19360, 3.48989, 2.70843], [0.69375, 3.33248, 1.80837], [-0.34272, 4.28433, 0.69537], [0.96816, 3.24830, 0.07482], [-2.30986, 3.29871, -0.66133], [-2.65855, 1.56536, -0.88639], [-1.26804, 2.29929, -1.69523], [-3.35826, 0.57574, 1.47868], [-5.23498, 1.14790, 2.97327], [-5.15847, 3.22404, 4.33028], [-3.18553, 4.71165, 4.16387], [-1.33581, 4.14630, 2.67342], [-0.20783, 0.08863, 3.07277]],
  "mulliken_spin": [0.502, -0.028, -0.031, -0.007, 0.001, 0.001, 0.001, -0.012, -0.004, 0.001, 0.003, -0.003, 0.000, -0.022, 0.038, 0.002, 0.006, -0.004, -0.010, -0.017, 0.038, 0.000, 0.000, 0.000, 0.000, -0.001, 0.000, 0.000, 0.001, 0.000, -0.004, 0.000, 0.000, 0.000, 0.001, -0.007, 0.000, -0.003, 0.000, 0.000, 0.000, 0.000, 0.000, 0.006, 0.000, -0.003, 0.004, 0.003, -0.001, 0.000, 0.000, 0.000, 0.000, -0.001, -0.002, 0.000, 0.000, 0.003, -0.034, -0.008, 0.008, 0.013, -0.002, 0.001, 0.003, 0.002, 0.001, 0.000, 0.003, 0.000, 0.003, 0.000, 0.010, -0.001, 0.000, 0.000, 0.000, 0.548]
}

(2)
{
  "formula": "C30H37N7O4V",
  "method": "wB97M-V/def2-TZVPD",
  "relative_energy_kcal_mol": 25.3,
  "charge": 3,
  "e_homo_ev": [-15.78, -15.84],
  "gap_ha": [0.216, 0.224],
  "multiplicity": 3,
  "largest_force_ev_per_a": 1.18,
  "elements": ["V", "C", "O", "C", "C", "C", "C", "C", "C", "N", "N", "C", "C", "O", "C", "C", "C", "C", "C", "C", "C", "C", "H", "H", "H", "H", "H", "H", "H", "H", "H", "H", "H", "H", "H", "N", "C", "C", "C", "N", "C", "C", "N", "C", "H", "H", "H", "H", "H", "H", "H", "H", "H", "H", "H", "H", "H", "H", "H", "H", "O", "C", "N", "C", "O", "C", "C", "C", "C", "N", "C", "H", "H", "H", "H", "H", "H", "H", "H"],
  "coordinates": [[0.53155, 0.87693, -0.61786], [3.14405, 1.73928, 0.77617], [1.89505, 0.96710, 0.91874], [1.33026, 1.07740, 2.22444], [2.05497, 0.83192, 3.36979], [1.42976, 1.04157, 4.59428], [0.11587, 1.49739, 4.64603], [-0.60108, 1.71797, 3.47992], [0.00424, 1.46902, 2.25523], [-0.59616, 1.65388, 0.97531], [-1.71762, 2.27032, 0.99513], [-2.37012, 2.62436, -0.11761], [-1.88819, 2.35705, -1.43014], [-0.76937, 1.66474, -1.62448], [-2.59934, 2.79987, -2.54248], [-3.76649, 3.50652, -2.37404], [-4.29977, 3.80646, -1.09950], [-5.49458, 4.54657, -0.97332], [-5.98667, 4.85025, 0.26765], [-5.29345, 4.42553, 1.41136], [-4.12491, 3.70126, 1.31424], [-3.60845, 3.37308, 0.05659], [2.91216, 2.79762, 0.87903], [3.84133, 1.42966, 1.54576], [3.54880, 1.51246, -0.20273], [3.08433, 0.50168, 3.33663], [1.98129, 0.86636, 5.50743], [-0.34909, 1.68603, 5.60375], [-1.62148, 2.07275, 3.50974], [-2.20581, 2.58817, -3.52761], [-4.30146, 3.85592, -3.24959], [-6.00736, 4.87383, -1.86878], [-6.89867, 5.42127, 0.37051], [-5.68024, 4.67898, 2.38950], [-3.59904, 3.40371, 2.20959], [-2.44589, -0.73507, 0.91808], [-2.66444, -2.19500, 0.55137], [-1.82443, -3.04245, 1.49820], [-0.32266, -2.93397, 1.23047], [0.16549, -1.57808, 1.58560], [-0.00404, -3.22362, -0.23225], [-0.81991, -2.42557, -1.24676], [-0.28113, -1.02438, -1.47472], [-2.31019, -2.44497, -0.90814], [-2.92158, -0.50138, 1.79202], [-2.79391, -0.09204, 0.20372], [-1.42286, -0.59486, 1.06248], [-3.72643, -2.37900, 0.70612], [-2.12232, -4.08442, 1.36798], [-2.05289, -2.79736, 2.53961], [0.17022, -3.69355, 1.84219], [1.16933, -1.55282, 1.42451], [0.07761, -1.42930, 2.59026], [-0.20307, -4.28170, -0.41652], [1.06697, -3.10081, -0.42389], [-0.70933, -2.92052, -2.21307], [-0.81349, -0.62560, -2.24943], [0.61735, -1.22935, -1.90678], [-2.66969, -3.45303, -1.12718], [-2.87576, -1.78557, -1.57423], [4.93134, -4.50813, 0.51748], [5.33706, -4.32213, -0.81927], [4.85274, -2.99341, -1.15292], [4.44261, -2.65698, -2.39063], [4.45879, -3.37483, -3.36411], [3.83073, -1.27953, -2.53194], [4.10652, -0.51429, -3.66661], [3.45290, 0.69334, -3.83826], [2.49154, 1.06865, -2.91606], [2.17411, 0.31129, -1.84996], [2.87393, -0.82708, -1.65342], [5.35542, -5.29769, 0.87317], [4.87586, -5.02978, -1.50913], [6.42315, -4.37233, -0.92470], [4.96894, -2.29508, -0.43618], [4.82149, -0.88072, -4.39319], [3.66243, 1.33119, -4.68541], [1.93590, 1.99162, -3.03846], [2.62724, -1.40659, -0.76865]],
  "mulliken_spin": [1.938, 0.012, -0.090, -0.047, 0.006, -0.008, 0.003, -0.019, 0.084, -0.093, 0.031, 0.028, 0.050, -0.017, -0.008, 0.020, -0.003, 0.013, -0.004, 0.005, 0.004, 0.000, -0.005, 0.002, 0.001, 0.000, 0.000, 0.000, 0.000, 0.001, 0.000, 0.000, 0.000, 0.000, 0.002, 0.004, 0.000, -0.001, 0.009, 0.008, -0.004, 0.008, -0.025, 0.000, 0.000, 0.001, 0.003, 0.000, 0.000, 0.000, 0.000, 0.000, 0.001, 0.000, -0.003, 0.001, 0.014, -0.006, 0.000, 0.000, 0.000, 0.000, 0.000, 0.001, 0.000, -0.003, 0.009, -0.007, 0.049, 0.033, 0.019, 0.000, 0.000, 0.000, 0.000, 0.000, 0.000, -0.007, -0.012]
}

(3)
{
  "formula": "C30H38AuBN11O10S",
  "method": "wB97M-V/def2-TZVPD",
  "relative_energy_kcal_mol": 39.1,
  "charge": 1,
  "e_homo_ev": -11.65,
  "gap_ha": 0.258,
  "multiplicity": 1,
  "largest_force_ev_per_a": 1.55,
  "elements": ["Au", "C", "C", "C", "C", "C", "N", "N", "B", "N", "N", "C", "C", "C", "C", "C", "N", "N", "C", "C", "C", "C", "C", "H", "H", "H", "H", "H", "H", "H", "H", "H", "H", "H", "H", "H", "H", "H", "H", "H", "H", "H", "H", "H", "H", "O", "C", "O", "C", "C", "C", "C", "C", "C", "N", "O", "O", "N", "O", "O", "H", "H", "H", "C", "C", "S", "O", "O", "C", "C", "N", "C", "N", "C", "C", "N", "O", "O", "C", "H", "H", "H", "H", "H", "H", "H", "H", "H", "H", "H", "H", "H"],
  "coordinates": [[-0.26807, -0.19797, 0.09434], [1.02761, 0.18204, 3.52460], [0.65245, -1.13144, 2.92186], [0.73188, -2.34715, 3.58220], [0.45741, -3.32610, 2.64537], [0.42799, -4.80925, 2.81835], [0.20847, -2.72733, 1.48031], [0.29199, -1.37252, 1.63936], [0.14892, -3.37917, 0.07064], [-1.22049, -3.05963, -0.53928], [-1.48089, -1.80477, -0.98292], [-2.57924, -1.87961, -1.75139], [-3.17440, -0.75346, -2.53541], [-3.03512, -3.20351, -1.75983], [-2.15520, -3.92030, -0.98530], [-2.16791, -5.37279, -0.63038], [1.29666, -2.75301, -0.74992], [1.35006, -1.40835, -0.93738], [2.35631, -1.14626, -1.76741], [2.70801, 0.24027, -2.20747], [2.98593, -2.35569, -2.10134], [2.29536, -3.34469, -1.43818], [2.52801, -4.82291, -1.42982], [1.98536, 0.05871, 4.02719], [0.30059, 0.48088, 4.28038], [1.14114, 0.96397, 2.78808], [1.00032, -2.49601, 4.61742], [0.53200, -5.04922, 3.87423], [1.24192, -5.28921, 2.27396], [-0.50957, -5.22924, 2.45607], [0.29727, -4.56461, 0.12995], [-2.49062, 0.08331, -2.61225], [-4.11497, -0.41707, -2.09470], [-3.39675, -1.10651, -3.54160], [-3.90337, -3.58004, -2.27906], [-3.08540, -5.82506, -0.99918], [-2.12431, -5.51418, 0.44959], [-1.32410, -5.90553, -1.07232], [1.83569, 0.89092, -2.19823], [3.10199, 0.21929, -3.22176], [3.47811, 0.66871, -1.56240], [3.85038, -2.48368, -2.73445], [3.40410, -5.05164, -2.03147], [1.67639, -5.36550, -1.84342], [2.70151, -5.19380, -0.41813], [-0.41439, 2.97796, -2.10863], [-1.04510, 2.15771, -1.50224], [-0.60312, 0.88111, -1.45283], [-2.35183, 2.52975, -0.85763], [-3.06989, 1.66434, -0.04593], [-4.26452, 2.08276, 0.50075], [-4.78931, 3.33398, 0.27054], [-4.05186, 4.17398, -0.53550], [-2.85093, 3.80635, -1.10417], [-4.57752, 5.54099, -0.78092], [-5.55190, 5.87556, -0.14174], [-3.99367, 6.21997, -1.59467], [-5.01015, 1.14205, 1.37176], [-4.42562, 0.13441, 1.72902], [-6.13992, 1.43872, 1.67826], [-2.73001, 0.66005, 0.15757], [-5.73289, 3.64481, 0.69356], [-2.30383, 4.49417, -1.73289], [3.24897, 2.56401, 5.52585], [2.00202, 3.12568, 6.20398], [1.11457, 4.27905, 5.15564], [1.74142, 4.29925, 3.85132], [0.91201, 5.50488, 5.87895], [-0.49703, 3.55410, 4.91002], [-1.10576, 4.03713, 3.60880], [-0.65820, 3.31012, 2.40917], [-1.01883, 2.04687, 2.12017], [-0.31117, 1.61571, 1.07935], [0.55872, 2.61865, 0.69723], [0.33370, 3.65792, 1.51580], [0.86569, 4.99265, 1.35227], [0.19468, 5.91046, 1.78208], [1.91382, 5.07323, 0.75878], [-2.14352, 1.31822, 2.76461], [3.85511, 2.04095, 6.26412], [3.84584, 3.36067, 5.08766], [2.99554, 1.87634, 4.72301], [2.25018, 3.71573, 7.08555], [1.29028, 2.34638, 6.48604], [-1.10742, 3.90903, 5.74125], [-0.40310, 2.46831, 4.95504], [-0.88681, 5.08607, 3.44790], [-2.18500, 3.92341, 3.66814], [1.24156, 2.54791, -0.13297], [-3.02898, 1.95428, 2.80060], [-1.91472, 1.01452, 3.78659], [-2.38478, 0.42693, 2.18693]],
  "mulliken_charge": [1.892, -1.141, 0.362, -1.245, 0.798, -1.349, 0.769, -0.275, -0.779, 0.294, 0.315, 0.593, -1.283, -1.518, 0.942, -1.394, 0.298, 0.560, 0.222, -1.216, -1.607, 1.092, -1.333, 0.648, 0.179, 0.372, 0.551, 0.382, 0.264, 0.228, -0.087, 0.080, 0.242, 0.507, 0.509, 0.376, 0.231, 0.268, 0.182, 0.427, 0.240, 0.496, 0.384, 0.266, 0.256, -0.592, -0.059, -0.747, 1.356, 0.019, -1.491, -0.685, -0.587, -0.545, 1.051, -0.603, -0.585, 1.218, -0.572, -0.656, 1.130, 0.680, 0.738, -0.944, -0.666, 1.332, -0.586, -0.723, -0.567, -1.478, 1.159, 0.207, 0.160, -1.245, -0.021, 1.332, -0.640, -0.628, -2.435, 0.404, 0.360, 0.119, 0.469, 0.386, 0.520, 0.278, 0.625, 0.486, 0.743, 0.639, 0.557, 0.087]
}